A molecular structure, C33H35BaN5O7Si in a non-equilibrium geometry, computed with ωB97M-V/def2-TZVPD.

Each line ends with the Mulliken charge.
Element x y z (Å)
Ba 1.74 0.42 2.05  2.797
O 1.11 0.44 6.30  -0.813
C 0.85 0.13 5.13  -0.063
O 1.67 -0.29 4.23  -0.689
C -0.64 0.15 4.68  -0.069
C -0.91 -0.97 3.65  -0.045
C -2.42 -1.21 3.50  -1.038
C -2.85 0.05 2.69  -0.900
C -1.50 0.78 2.53  0.625
O -0.60 -0.34 2.39  -0.489
C -1.10 1.43 3.87  0.297
C -0.04 2.58 3.73  -0.090
O -0.38 3.68 4.18  -0.860
O 1.05 2.28 3.14  -0.880
H -1.24 0.02 5.58  0.398
H -0.30 -1.85 3.80  0.668
H -2.61 -2.13 2.94  0.347
H -2.91 -1.29 4.47  0.380
H -3.25 -0.22 1.71  0.269
H -3.58 0.67 3.21  0.409
H -1.43 1.43 1.66  -0.394
H -1.96 1.91 4.34  0.423
C -7.27 1.65 -1.87  -0.908
O -6.26 0.75 -2.26  -0.449
C -5.23 1.27 -3.00  0.931
C -4.08 0.49 -3.11  -0.874
C -2.99 0.95 -3.81  0.292
C -3.01 2.20 -4.44  0.002
C -4.17 2.94 -4.38  -0.549
C -5.28 2.49 -3.65  -0.411
N -1.95 2.63 -5.31  -1.051
N -0.75 2.56 -4.93  -0.237
C -0.39 2.36 -3.60  -0.278
C -1.19 2.60 -2.48  -0.310
C -0.77 2.38 -1.19  -0.780
C 0.52 1.84 -0.91  -0.233
O 0.88 1.51 0.25  -0.629
C 1.43 1.69 -2.06  0.028
N 2.69 1.27 -1.77  -0.344
C 3.52 1.06 -2.77  -0.579
C 3.16 1.28 -4.11  -0.456
C 1.90 1.73 -4.41  -0.722
C 0.98 1.95 -3.36  1.571
H -7.87 1.15 -1.12  0.246
H -7.92 1.93 -2.71  0.316
H -6.85 2.57 -1.44  0.394
H -4.06 -0.47 -2.61  0.428
H -2.09 0.35 -3.87  0.356
H -4.21 3.89 -4.89  0.339
H -6.17 3.11 -3.61  0.358
H -2.18 3.01 -2.63  0.404
H -1.42 2.60 -0.35  0.615
H 4.51 0.72 -2.50  0.440
H 3.88 1.07 -4.90  0.377
H 1.59 1.92 -5.43  0.434
C 5.04 -0.19 4.00  -1.280
C 4.73 -1.35 3.07  0.498
C 5.37 -2.57 3.21  -0.667
C 5.01 -3.60 2.33  -0.534
C 4.03 -3.39 1.39  -0.325
C 3.36 -2.12 1.30  0.633
N 3.79 -1.12 2.15  -0.246
N 2.35 -1.83 0.48  0.003
Si 1.71 -2.70 -0.80  -0.202
C 0.31 -1.71 -1.56  -0.456
C 0.96 -4.38 -0.37  -1.037
C 2.95 -3.04 -2.17  -0.996
H 5.68 -0.50 4.82  0.341
H 4.10 0.20 4.41  0.215
H 5.53 0.61 3.45  0.228
H 6.13 -2.71 3.97  0.302
H 5.49 -4.56 2.40  0.369
H 3.72 -4.19 0.72  0.197
H -0.22 -1.15 -0.77  -0.104
H -0.41 -2.35 -2.09  0.441
H 0.70 -0.97 -2.28  -0.045
H 0.13 -4.25 0.34  0.244
H 1.70 -5.04 0.11  0.300
H 0.57 -4.88 -1.26  0.313
H 3.40 -2.10 -2.50  0.185
H 2.47 -3.51 -3.04  0.341
H 3.76 -3.70 -1.83  0.279

Summary:
relative energy (zero: lowest compared OMol25 entry of this formula, charge and spin) = 235.1 kJ/mol
net charge = -2
HOMO level = -2.20 eV
orbital gap = 0.219 Eh
LUMO energy = 3.75 eV
F_max = 4.029 eV/Å